# C7H15FNO

A cluster of 2 separate species, C7H15FNO in total (ωB97M-V/def2-TZVPD, the Open Molecules 2025 dataset).

The orbital gap is 10.123 eV. The charge is +1.

CARTESIAN COORDINATES (ANGSTROEM)
C  3.01  -0.05  0.11
C  1.60  0.39  0.44
F  0.81  -0.76  0.67
C  0.94  1.22  -0.66
C  -0.60  1.28  -0.64
C  -1.17  1.67  0.68
N  -1.97  0.79  1.16
C  -2.06  -0.44  0.34
C  -1.39  -0.02  -0.97
H  3.02  -0.57  -0.85
H  3.66  0.82  0.04
H  3.39  -0.71  0.88
H  1.58  0.94  1.38
H  1.23  0.85  -1.65
H  1.34  2.23  -0.57
H  -0.88  2.08  -1.33
H  -0.98  2.59  1.22
H  -2.47  0.90  2.03
H  -3.09  -0.77  0.25
H  -1.51  -1.22  0.86
H  -0.73  -0.81  -1.33
H  -2.13  0.18  -1.74
O  -0.90  -3.60  0.03
H  -0.47  -3.94  -0.76
H  -0.24  -3.04  0.44

Results of the natural (NBO) charge analysis, in e, for atoms 1 through 2: number 1, C, carries -0.644; number 2, C, carries 0.208


# C7H15MgO4

A structure of composition C7H15MgO4 in a non-equilibrium geometry (ωB97M-V/def2-TZVPD, the Open Molecules 2025 dataset).

The orbital gap (alpha / beta) is 8.825 / 8.327 eV. The multiplicity is 2.

CARTESIAN COORDINATES (ANGSTROEM)
C  -2.10  2.10  -0.64
O  -0.85  1.70  -0.18
C  -0.45  1.86  1.21
H  -2.32  1.20  -1.51
H  -2.06  3.13  -1.02
H  -1.08  1.18  1.82
H  -0.62  2.91  1.49
Mg  1.28  1.13  0.24
C  -2.36  -0.61  -2.43
O  -1.07  -0.53  -2.85
C  -0.24  -1.63  -2.53
C  0.36  -1.53  -1.15
O  1.30  -0.47  -1.05
C  2.67  -0.82  -1.32
C  3.47  0.49  -1.28
O  3.13  1.26  -0.18
H  -2.84  -1.50  -2.87
H  -3.28  -0.12  -2.12
H  0.55  -1.65  -3.29
H  -0.81  -2.57  -2.61
H  -0.43  -1.32  -0.41
H  0.83  -2.48  -0.87
H  2.75  -1.32  -2.29
H  3.01  -1.51  -0.52
H  4.54  0.21  -1.29
H  3.28  1.02  -2.24
H  -2.87  1.96  0.13

Results of the natural (NBO) charge analysis, in e, for atoms 1 through 2: number 1, C, carries -0.241; number 2, O, carries -0.683


# C7H15N

The molecule C7H15N in a non-equilibrium geometry (ωB97M-V/def2-TZVPD, the Open Molecules 2025 dataset).

The orbital gap is 9.265 eV. Its structure (SMILES) is C[C@@H](N)[C@@H]1CC1(C)C.

CARTESIAN COORDINATES (ANGSTROEM)
C  0.46  1.29  -2.15
C  0.94  1.19  -0.70
N  0.09  1.98  0.20
C  1.06  -0.20  -0.17
C  0.21  -1.37  -0.62
C  -0.26  -0.78  0.69
C  -1.71  -0.34  0.69
C  0.13  -1.48  1.97
H  -0.56  0.90  -2.27
H  1.11  0.71  -2.81
H  0.47  2.33  -2.49
H  1.94  1.64  -0.67
H  0.36  1.85  1.17
H  -0.89  2.04  -0.09
H  2.03  -0.40  0.28
H  0.68  -2.35  -0.57
H  -0.45  -1.26  -1.48
H  -2.36  -1.20  0.88
H  -1.89  0.39  1.49
H  -2.01  0.10  -0.26
H  -0.22  -2.52  1.95
H  1.21  -1.52  2.12
H  -0.31  -0.99  2.84

Results of the natural (NBO) charge analysis, in e, for atoms 1 through 2: number 1, C, carries -0.611; number 2, C, carries -0.071


# C7H15N

The molecule C7H15N in a non-equilibrium geometry (ωB97M-V/def2-TZVPD, the Open Molecules 2025 dataset).

The orbital gap is 9.941 eV. Its structure (SMILES) is C/C=C/CCCCN.

CARTESIAN COORDINATES (ANGSTROEM)
C  -2.70  -3.13  -1.16
C  -2.23  -1.75  -1.02
C  -0.92  -1.42  -0.93
C  -0.59  -0.11  -0.23
C  0.69  0.52  -0.72
C  1.76  1.03  0.35
C  1.49  2.35  1.00
N  2.36  2.31  2.21
H  -3.62  -3.22  -1.78
H  -1.89  -3.85  -1.72
H  -2.87  -3.54  -0.23
H  -2.84  -0.94  -0.65
H  -0.05  -2.00  -1.26
H  -1.42  0.62  -0.10
H  -0.40  -0.21  0.88
H  1.37  -0.20  -1.26
H  0.34  1.34  -1.29
H  1.82  0.21  1.01
H  2.74  0.96  -0.10
H  1.70  3.17  0.37
H  0.41  2.40  1.27
H  1.90  2.36  3.15
H  2.94  3.12  2.19

Results of the natural (NBO) charge analysis, in e, for atoms 1 through 2: number 1, C, carries -0.628; number 2, C, carries -0.192


# C7H15N

A cluster of 3 separate species, C7H15N in total in a non-equilibrium geometry (ωB97M-V/def2-TZVPD, the Open Molecules 2025 dataset).

The orbital gap (alpha / beta) is 7.324 / 7.349 eV.

CARTESIAN COORDINATES (ANGSTROEM)
C  1.12  -0.22  0.16
C  -1.40  -0.20  0.24
C  -0.91  0.51  -0.74
C  1.41  0.90  1.11
C  1.20  -1.59  0.79
C  1.89  -0.14  -1.14
C  -3.21  1.09  -0.17
N  -1.48  -0.81  -1.11
H  -0.71  -1.47  -1.22
H  -1.50  -0.44  1.28
H  -0.62  1.44  -1.20
H  0.78  0.85  2.00
H  2.46  0.87  1.47
H  1.27  1.88  0.65
H  2.24  -1.84  1.07
H  0.87  -2.38  0.11
H  0.61  -1.66  1.70
H  1.81  0.85  -1.61
H  2.97  -0.32  -0.98
H  1.56  -0.89  -1.86
H  -3.35  1.35  -1.21
H  -3.12  1.94  0.51
H  -3.89  0.31  0.16

Results of the natural (NBO) charge analysis, in e, for atoms 1 through 2: number 1, C, carries 0.011; number 2, C, carries 0.035


# C7H15N

The molecule C7H15N in a non-equilibrium geometry (ωB97M-V/def2-TZVPD, the Open Molecules 2025 dataset).

The orbital gap is 8.547 eV. Its structure (SMILES) is CCC/C(=C/N)CC.

CARTESIAN COORDINATES (ANGSTROEM)
C  -1.70  1.25  -1.94
C  -1.69  1.39  -0.40
C  -0.35  1.28  0.26
C  0.15  -0.12  0.56
C  -0.63  -1.08  1.06
N  -0.26  -2.36  1.40
C  1.64  -0.22  0.75
C  2.41  -0.87  -0.41
H  -0.69  1.42  -2.31
H  -1.99  0.24  -2.26
H  -2.44  1.91  -2.38
H  -2.50  0.83  0.06
H  -2.12  2.38  -0.21
H  0.42  1.81  -0.31
H  -0.23  1.86  1.19
H  -1.67  -0.87  1.25
H  0.67  -2.66  1.64
H  -0.97  -3.04  1.60
H  1.92  -0.81  1.61
H  2.09  0.75  1.00
H  1.96  -1.77  -0.82
H  3.43  -1.15  -0.12
H  2.54  -0.16  -1.23

Results of the natural (NBO) charge analysis, in e, for atoms 1 through 2: number 1, C, carries -0.605; number 2, C, carries -0.405


# C7H15N

The molecule C7H15N (ωB97M-V/def2-TZVPD, the Open Molecules 2025 dataset).

The orbital gap is 9.522 eV. Its structure (SMILES) is C=C(CC)CN(C)C.

CARTESIAN COORDINATES (ANGSTROEM)
C  0.64  1.75  -1.52
C  0.12  0.57  -1.24
C  -1.29  0.21  -1.62
C  -2.24  0.33  -0.42
C  0.89  -0.49  -0.48
N  0.44  -0.57  0.91
C  1.01  0.49  1.71
C  0.69  -1.87  1.50
H  1.65  2.01  -1.25
H  0.09  2.50  -2.07
H  -1.32  -0.81  -1.99
H  -1.63  0.87  -2.42
H  -2.27  1.36  -0.08
H  -3.25  0.03  -0.70
H  -1.89  -0.30  0.39
H  0.70  -1.45  -0.95
H  1.98  -0.28  -0.54
H  0.54  0.48  2.70
H  0.81  1.45  1.24
H  2.10  0.39  1.84
H  1.76  -2.11  1.59
H  0.25  -1.89  2.50
H  0.21  -2.64  0.89

Results of the natural (NBO) charge analysis, in e, for atoms 1 through 2: number 1, C, carries -0.409; number 2, C, carries 0.039


# C7H15N

The molecule C7H15N (ωB97M-V/def2-TZVPD, the Open Molecules 2025 dataset).

The orbital gap is 8.562 eV.

CARTESIAN COORDINATES (ANGSTROEM)
C  -0.21  0.51  -0.94
C  -1.51  1.19  -0.48
C  -0.52  -0.73  -1.80
C  0.62  1.50  -1.76
C  1.66  -0.70  2.33
N  0.62  0.14  0.23
C  0.18  -0.62  1.20
C  -0.79  -1.44  1.64
H  1.63  -0.48  1.05
H  -2.09  1.51  -1.35
H  -1.29  2.06  0.13
H  -2.14  0.51  0.11
H  -1.12  -1.46  -1.25
H  0.08  1.82  -2.65
H  0.41  -1.22  -2.10
H  -1.07  -0.44  -2.70
H  0.86  2.38  -1.16
H  1.56  1.04  -2.07
H  1.97  -1.72  2.51
H  1.04  -0.32  3.15
H  2.49  0.02  2.29
H  -1.56  -1.76  0.95
H  -0.83  -1.79  2.66

Results of the natural (NBO) charge analysis, in e, for atoms 1 through 2: number 1, C, carries 0.111; number 2, C, carries -0.619